ORCA calculation (ωB97M-V with the def2-TZVPD basis set) on a 2-piece molecular cluster, C5H14N2S overall.

Each line ends with the natural charge from an NBO analysis.
Element x y z (Å)
C: -0.6991 -0.0040 1.9123  -0.4631
N: 0.3838 -0.5168 1.0576  -0.5525
C: 0.6072 0.2770 -0.2401  -0.1998
C: -0.4982 0.1519 -1.2031  0.2067
C: -1.5954 0.9854 -1.3345  -0.6193
S: -3.1456 0.4818 -0.2913  -0.3258
C: 2.0377 -0.0400 -0.6576  -0.2158
N: 3.0250 0.4102 0.3378  -0.7949
H: -1.5715 0.3741 1.3738  0.2337
H: -1.0982 -0.8622 2.4540  0.2075
H: -0.2453 0.6595 2.6443  0.1935
H: 0.0769 -1.4005 0.6529  0.3509
H: 0.5196 1.3061 0.1205  0.1947
H: -0.4427 -0.7263 -1.8481  0.2008
H: -1.7477 -2.4744 -0.3659  -0.0474
H: -2.0130 0.9663 -2.3358  0.2527
H: -1.4333 2.0238 -1.0535  0.2392
H: -2.2400 -2.0778 -0.7710  0.0348
H: 2.1361 -1.1241 -0.7167  0.1977
H: 2.3190 0.4680 -1.5653  0.1990
H: 2.6970 1.3102 0.6761  0.3429
H: 2.9277 -0.1883 1.1537  0.3646

## Properties
HOMO energy (eV): -8.0
Lowest unoccupied orbital energy (eV): -2.077

***

ORCA calculation (ωB97M-V with the def2-TZVPD basis set) on C39H34Br2F6N10O4RbS4 as an isolated structure.

Each line ends with the Löwdin charge.
Element x y z (Å)
Rb: -0.9260 0.2734 -0.2640  0.7443
C: 2.1010 -2.7219 0.4337  -0.1841
C: 1.0450 -2.4300 1.4986  -0.1087
C: -0.3448 -2.9706 1.2622  -0.2802
C: -0.5905 -4.2227 0.7073  -0.0255
C: -1.8955 -4.6729 0.6151  -0.0628
C: -2.9235 -3.8664 1.0742  -0.0719
C: -2.5907 -2.6306 1.6026  -0.1423
N: -1.3365 -2.1902 1.6995  0.0944
N: 2.3131 -1.6038 -0.4767  -0.1504
C: 2.8924 -2.0469 -1.7243  -0.1447
C: 1.9223 -2.7717 -2.6313  -0.2443
C: 2.3811 -3.2580 -3.8559  -0.0329
C: 1.4932 -3.8850 -4.7060  -0.0796
C: 0.1698 -4.0236 -4.3074  -0.0674
C: -0.1930 -3.5220 -3.0698  -0.1283
N: 0.6579 -2.9046 -2.2473  0.1445
C: 3.1179 -0.5742 0.1634  -0.1484
C: 3.3663 0.6620 -0.6657  -0.3212
C: 4.4534 1.4721 -0.3517  -0.0601
C: 4.6279 2.6550 -1.0406  -0.0736
C: 3.7236 2.9818 -2.0377  -0.0630
C: 2.6923 2.0977 -2.2984  -0.1441
N: 2.5079 0.9589 -1.6322  0.1335
H: 1.7825 -3.5704 -0.1668  0.0914
H: 3.0590 -3.0076 0.9026  0.1204
H: 0.9531 -1.3539 1.6527  0.0792
H: 1.3679 -2.8282 2.4670  0.1083
H: 0.2266 -4.8338 0.3483  0.1075
H: -2.1087 -5.6410 0.1776  0.1053
H: -3.9603 -4.1601 0.9924  0.1049
H: -3.3625 -1.9457 1.9372  0.1128
H: 3.7751 -2.6958 -1.5641  0.1340
H: 3.2429 -1.1726 -2.2718  0.1159
H: 3.4220 -3.1267 -4.1281  0.1119
H: 1.8236 -4.2598 -5.6671  0.1009
H: -0.5650 -4.5059 -4.9380  0.0987
H: -1.2124 -3.6048 -2.7089  0.0892
H: 4.0946 -0.9787 0.4891  0.1262
H: 2.6038 -0.2338 1.0703  0.0899
H: 5.1187 1.1912 0.4553  0.1110
H: 5.4448 3.3211 -0.7925  0.1040
H: 3.8043 3.9048 -2.5962  0.1005
H: 1.9684 2.3097 -3.0726  0.0882
C: 3.2461 4.9343 3.3079  -0.4876
S: 1.9268 5.5056 2.2304  0.7671
C: 1.5560 4.0539 1.2369  -1.1516
S: 1.9543 2.5075 1.7614  0.5958
N: 0.8982 4.4694 0.1783  -0.1450
N: 0.3266 3.4923 -0.5793  -0.0037
C: 0.0753 3.8918 -1.7668  -0.1516
C: -0.5816 3.0622 -2.7871  -0.3031
C: -1.3311 3.7033 -3.7754  -0.0324
C: -1.9448 2.9444 -4.7538  -0.0687
C: -1.7795 1.5679 -4.7348  -0.0644
C: -1.0115 1.0181 -3.7211  -0.1505
N: -0.4227 1.7336 -2.7651  0.0483
H: 3.4162 5.7381 4.0253  0.0156
H: 2.9545 4.0236 3.8279  -0.0100
H: 4.1615 4.7457 2.7490  0.0223
H: 0.3202 4.9177 -2.0517  0.1163
H: -1.4309 4.7809 -3.7526  0.1114
H: -2.5483 3.4178 -5.5186  0.1047
H: -2.2377 0.9297 -5.4773  0.0972
H: -0.8329 -0.0525 -3.6781  0.1054
F: -3.9077 -3.1537 -3.5639  0.1301
C: -3.9331 -1.8203 -3.4672  -0.6718
F: -3.0316 -1.3277 -4.3181  0.1288
F: -5.1367 -1.3910 -3.8285  0.1475
S: -3.5554 -1.3669 -1.7239  0.5435
O: -2.1891 -1.7905 -1.5547  -0.4087
O: -4.5799 -2.0262 -0.9658  -0.2648
N: -3.6749 0.2067 -1.7552  -0.3102
S: -4.3614 0.8866 -0.4841  0.5734
O: -5.7814 0.7487 -0.4011  -0.2559
O: -3.5657 0.7080 0.7084  -0.3743
C: -4.0310 2.6333 -0.9663  -0.6729
F: -2.7396 2.9082 -0.7812  0.1146
F: -4.3451 2.8748 -2.2347  0.1465
F: -4.7559 3.4361 -0.1867  0.1429
Br: 0.2187 -3.5697 7.1743  0.7353
C: 0.7084 -2.2697 5.8870  -0.6795
C: 1.9728 -2.2947 5.3308  -0.1147
C: 2.2563 -1.3296 4.3747  -0.1424
N: 1.3985 -0.3976 3.9809  0.1437
C: 0.1938 -0.3737 4.5478  -0.2012
C: -0.2009 -1.3062 5.5071  -0.0612
C: -0.7263 0.7256 4.1346  -0.2146
C: -1.6145 1.2744 5.0549  -0.0626
C: -2.4153 2.3210 4.6350  -0.6672
Br: -3.6449 3.0994 5.8483  0.7347
C: -2.3128 2.8023 3.3482  -0.0771
C: -1.3884 2.1798 2.5208  -0.1662
N: -0.6232 1.1618 2.8853  0.0968
H: 2.7055 -3.0351 5.6173  0.0990
H: 3.2310 -1.3122 3.8971  0.1161
H: -1.2003 -1.2934 5.9165  0.1076
H: -1.6569 0.9236 6.0757  0.1022
H: -2.9204 3.6195 2.9886  0.1115
H: -1.2499 2.5491 1.5086  0.0724

## Properties
Total charge: -1
HOMO energy (eV): -4.3
Lowest unoccupied orbital energy (eV): 1.875

***

ORCA calculation (ωB97M-V with the def2-TZVPD basis set) on a 3-piece molecular cluster, C3H12O3 overall.

Each line ends with the natural charge from an NBO analysis.
Element x y z (Å)
C: 0.7905 -0.9023 -0.2479  -0.6496
C: 0.9237 0.6135 -0.0621  0.0890
C: -0.3745 1.2935 0.2841  -0.6513
O: 1.2437 1.1531 -1.4015  -0.7585
H: -0.1379 -1.2660 0.2066  0.2178
H: 1.5076 -1.5187 0.2965  0.2125
H: 0.8351 -1.2201 -1.2832  0.2299
H: 1.7361 0.9552 0.5724  0.1793
H: -0.9027 1.8707 -0.4778  0.2360
H: -0.1522 2.0278 1.0712  0.2140
H: -1.2369 0.7567 0.6909  0.2218
H: 2.1353 0.9267 -1.6260  0.4673
O: -2.1962 -2.3239 4.1597  -0.9338
H: -2.4476 -3.2501 4.1143  0.4665
H: -1.6060 -2.3112 4.9499  0.4674
O: 0.1149 1.0730 -4.0960  -0.9626
H: -0.8263 1.0078 -3.8816  0.4651
H: 0.5935 1.1144 -3.2696  0.4890

## Properties
HOMO energy (eV): -10.6
Lowest unoccupied orbital energy (eV): 0.730

***

ORCA calculation (ωB97M-V with the def2-TZVPD basis set) on C39H33ClGeN4O4Re as an isolated structure.

Each line ends with the Löwdin spin population.
Element x y z (Å)
Re: 2.0116 -2.0953 -0.5076  2.4584
O: 2.2844 -2.0094 4.1827  -0.0070
C: 1.6631 -3.1694 4.3748  -0.0120
C: 1.5517 -3.6595 5.6830  0.0019
C: 0.9035 -4.8474 5.9370  -0.0120
C: 0.3610 -5.5994 4.8926  -0.0009
C: 0.4944 -5.1569 3.5949  -0.0062
C: 1.1409 -3.9466 3.3123  -0.0104
C: 1.3353 -3.5322 1.9364  -0.0156
O: 1.7308 -2.3402 1.6331  0.0963
N: 1.1621 -4.4432 0.9834  -0.0539
N: 1.4914 -4.0136 -0.2114  -0.0334
C: 1.3809 -4.7918 -1.2682  0.1863
C: 1.8034 -4.2074 -2.4942  0.0161
C: 1.8468 -4.8902 -3.7195  0.0381
C: 2.2875 -4.2348 -4.8479  0.0259
C: 2.7049 -2.9059 -4.7335  0.0362
C: 2.6492 -2.2878 -3.5013  0.0432
N: 2.1962 -2.8984 -2.4029  0.0532
H: 2.2641 -1.7755 3.2324  0.0005
H: 1.9846 -3.0691 6.4745  0.0003
H: 0.8150 -5.1995 6.9538  -0.0006
H: -0.1591 -6.5212 5.1003  0.0001
H: 0.1041 -5.7228 2.7663  -0.0001
H: 0.9927 -5.7952 -1.1882  0.0063
H: 1.5345 -5.9221 -3.7471  0.0006
H: 2.3070 -4.7331 -5.8052  0.0004
H: 3.0658 -2.3571 -5.5874  0.0014
H: 2.9773 -1.2621 -3.3780  0.0027
Cl: 6.9046 -5.0263 0.2524  -0.0010
C: 6.1463 -3.5153 -0.0091  0.0012
C: 6.8891 -2.3483 -0.1874  0.0201
C: 6.1981 -1.1620 -0.3709  -0.0013
C: 4.8137 -1.1728 -0.3909  0.0256
N: 4.1008 -2.3011 -0.2674  0.0206
C: 4.7570 -3.4469 -0.0615  0.0145
H: 7.9678 -2.3739 -0.1856  0.0008
H: 6.7309 -0.2333 -0.4996  -0.0005
H: 4.2501 -0.2556 -0.5129  0.0024
H: 4.1708 -4.3483 0.0580  0.0007
O: 1.7358 0.1053 -0.8798  0.0381
C: 0.4920 -0.0801 -0.9756  0.0268
O: 0.0711 -1.2673 -0.8563  0.0315
C: -0.4745 1.0488 -1.2213  0.0002
C: -0.8044 1.7638 0.0922  0.0031
Ge: -2.2111 3.1960 -0.1790  0.0005
C: -1.6447 4.7840 -1.1978  0.0001
C: -2.6005 5.7313 -1.5652  0.0000
C: -2.2212 6.8883 -2.2155  0.0000
C: -0.8819 7.1108 -2.5081  0.0000
C: 0.0768 6.1790 -2.1350  0.0000
C: -0.3050 5.0149 -1.4958  0.0000
C: -3.0220 3.6891 1.5882  0.0003
C: -2.3771 3.3090 2.7523  0.0000
C: -2.8661 3.7357 3.9761  0.0000
C: -4.0175 4.5034 4.0305  0.0000
C: -4.6563 4.8868 2.8637  0.0000
C: -4.1707 4.4637 1.6375  0.0001
C: -3.7535 2.3180 -1.1163  0.0000
C: -4.1591 2.6986 -2.3818  0.0000
C: -5.0947 1.9242 -3.0518  0.0000
C: -5.6266 0.7963 -2.4499  0.0001
C: -5.2278 0.4330 -1.1754  0.0000
C: -4.3016 1.2070 -0.4975  0.0001
H: -1.3834 0.6303 -1.6612  -0.0001
H: -0.0176 1.7472 -1.9248  0.0003
H: 0.1019 2.1979 0.5142  0.0001
H: -1.1976 1.0379 0.8071  0.0000
H: -3.6438 5.5655 -1.3313  0.0000
H: -2.9677 7.6163 -2.4948  0.0000
H: -0.5874 8.0067 -3.0318  0.0000
H: 1.1201 6.3572 -2.3460  0.0000
H: 0.4405 4.2842 -1.2107  0.0000
H: -1.4807 2.7059 2.7121  0.0000
H: -2.3463 3.4584 4.8802  0.0000
H: -4.4302 4.7857 4.9876  0.0000
H: -5.5424 5.5022 2.9016  0.0000
H: -4.6865 4.7459 0.7309  0.0000
H: -3.7375 3.5714 -2.8600  0.0000
H: -5.4032 2.2121 -4.0445  0.0000
H: -6.3697 0.2086 -2.9681  0.0000
H: -5.6418 -0.4399 -0.6946  0.0000
H: -3.9988 0.9390 0.5055  0.0000

## Properties
2S+1: 4
Total charge: +2
HOMO energy (spin up / spin down) (eV): -12.1 / -12.1
Expectation value of S²: 3.84
Lowest unoccupied orbital energy (spin up / spin down) (eV): -7.628 / -8.865

***

Results for maximum force: 2.91 1.22 2.71 2.59 (in eV Å⁻¹, following the order of the records).
Results for relative energy (zero: lowest compared OMol25 entry of this formula, charge and spin): 441.6 39.6 62.5 65.4 (in kJ/mol, following the order of the records).